1.
Computed, not measured: a molecular structure, C34H39N5O3P2ReS, with ωB97M-V/def2-TZVPD.

```
85
Properties=species:S:1:pos:R:3:forces:R:3
Re 0.336 -1.646 0.349 -3.324 -2.415 3.258
C -1.278 2.846 3.716 -0.131 0.340 -0.127
C -1.921 2.076 2.849 0.527 -0.709 -0.539
C -1.954 2.289 1.345 -0.284 0.129 -0.184
C -0.968 3.310 0.722 0.060 0.216 -0.566
C 0.484 2.961 0.842 1.679 -1.259 0.303
C 1.234 3.005 1.969 -0.316 3.189 -1.402
C 0.878 4.115 2.986 -0.122 -0.733 0.226
C -0.608 4.154 3.378 -0.383 0.807 0.787
C 1.908 -2.849 0.972 0.995 -0.781 -0.388
H -1.271 2.590 4.768 -0.005 -0.257 0.013
H -2.361 1.113 3.156 0.050 0.618 0.112
H -2.966 2.645 1.086 -0.029 -0.172 -0.017
H -1.842 1.289 0.851 0.099 0.610 0.286
H -1.116 3.313 -0.369 -0.372 0.155 0.087
H -1.189 4.334 1.068 -0.007 -0.668 -0.579
H 0.990 2.611 -0.093 -0.584 -0.284 0.841
H 2.272 2.675 2.021 -0.387 0.157 -0.544
H 1.052 5.094 2.499 0.330 -0.527 0.168
H 1.504 4.092 3.899 -0.241 -0.245 -0.541
H -0.666 4.794 4.269 -0.057 -0.145 -0.070
H -1.183 4.713 2.627 0.227 -0.317 0.657
H 2.405 -2.576 1.920 -0.694 0.195 -0.243
H 2.745 -3.116 0.304 -0.429 0.236 0.273
H 1.351 -3.792 1.147 -0.088 0.004 0.013
P 1.499 -1.373 -1.399 5.148 1.838 -4.627
P -1.770 -0.756 -1.324 -0.475 1.130 -1.801
N 2.818 -0.209 -1.382 -1.072 -0.253 0.224
N 2.347 -2.668 -2.391 -1.311 0.941 1.126
N -1.925 0.901 -2.486 -0.557 0.177 0.669
N -3.498 -1.163 -2.229 -0.340 -0.718 -0.210
C 0.461 -0.730 -2.752 0.635 0.208 -0.263
C -0.847 -1.527 -2.697 0.060 -0.304 0.099
C 4.001 -0.367 -0.654 0.275 0.787 -1.103
C 4.973 0.418 -1.267 -1.181 -0.590 0.097
C 4.351 1.096 -2.371 -0.933 -0.544 0.193
C 3.020 0.717 -2.397 1.196 -0.157 0.127
C 2.555 -3.994 -2.052 0.421 -0.510 -0.812
C 3.196 -4.625 -3.110 -0.549 0.661 0.654
C 3.359 -3.657 -4.147 -0.471 0.920 0.715
C 2.827 -2.458 -3.678 0.188 -0.932 -0.161
C -2.342 2.170 -2.130 0.470 -1.713 0.331
C -2.072 3.077 -3.172 0.911 -0.105 -2.105
C -1.520 2.320 -4.232 -0.791 1.366 0.834
C -1.547 0.984 -3.823 0.421 0.090 1.001
C -4.367 -0.376 -2.982 1.128 -0.751 0.878
C -5.083 -1.184 -3.889 0.458 -2.670 0.049
C -4.655 -2.530 -3.662 -1.391 2.114 -1.091
C -3.696 -2.473 -2.645 0.478 1.531 0.848
H 0.922 -0.732 -3.745 -0.131 -0.224 0.157
H 0.298 0.324 -2.479 0.105 -0.334 -0.056
H -1.357 -1.525 -3.667 -0.056 -0.217 0.427
H -0.723 -2.579 -2.380 0.302 0.211 -0.403
H 4.002 -0.982 0.232 0.197 -0.053 -0.098
H 6.007 0.470 -0.981 0.034 0.110 0.113
H 4.800 1.732 -3.116 0.142 0.186 0.254
H 2.193 1.030 -3.016 0.355 0.000 -0.105
H 2.227 -4.380 -1.100 0.121 -0.063 -0.173
H 3.513 -5.658 -3.110 -0.044 0.102 -0.081
H 3.821 -3.794 -5.113 -0.028 -0.017 0.121
H 2.725 -1.488 -4.146 0.345 -0.228 0.044
H -2.849 2.358 -1.193 0.195 -0.071 0.057
H -2.240 4.150 -3.155 -0.005 -0.289 0.063
H -1.128 2.646 -5.189 -0.308 0.114 0.185
H -1.262 0.126 -4.418 -0.107 0.245 0.164
H -4.413 0.700 -2.864 -0.066 -0.235 0.051
H -5.791 -0.845 -4.630 -0.057 0.002 0.145
H -4.985 -3.424 -4.173 -0.015 0.148 0.081
H -3.110 -3.267 -2.209 -0.072 -0.128 0.003
O -1.146 -2.301 1.803 0.042 1.444 1.309
C -0.607 -1.530 2.663 1.684 0.520 -1.266
N 0.327 -0.620 2.126 -0.704 -0.869 -0.085
S 1.446 -0.091 3.312 0.104 0.740 0.341
O 2.727 -0.723 3.102 -1.097 0.352 0.017
O 1.386 1.336 3.501 0.184 -1.870 0.393
C 0.470 -0.794 4.603 -0.756 0.376 0.617
C 0.555 -0.427 5.945 -0.047 -0.399 -0.151
C -0.440 -0.898 6.822 0.074 -0.037 -0.782
C -1.495 -1.696 6.329 0.236 -0.062 0.224
C -1.580 -2.041 4.977 0.345 0.091 -0.194
C -0.621 -1.514 4.099 -0.041 -0.309 1.457
H 1.373 0.213 6.278 -0.261 -0.249 0.025
H -0.382 -0.636 7.880 -0.125 -0.115 -0.356
H -2.250 -2.054 7.033 0.261 0.061 -0.302
H -2.332 -2.720 4.572 -0.034 0.403 0.309
```
Forces are in eV/Å.

Computed properties:
- Charge: +2
- Multiplicity: 4
- LUMO (spin up / spin down): -6.8 / -9.6 eV
- E_HOMO (spin up / spin down): -12.51 / -12.49 eV
- ⟨S²⟩: 3.889
- Kohn-Sham gap (spin up / spin down): 5.688 / 2.890 eV

2.
Computed, not measured: C4H9N2O3P in the gas phase, with ωB97M-V/def2-TZVPD.

```
19
Properties=species:S:1:pos:R:3:forces:R:3
O 3.302 0.240 -0.345 -0.539 -0.642 0.433
P 1.887 0.046 -0.010 -0.546 0.430 -3.622
N 1.283 -0.949 1.084 3.162 -1.090 0.915
C -0.036 -1.389 0.761 -1.250 -1.774 0.553
C -0.472 -0.857 -0.742 -0.465 -3.528 1.992
O 0.633 -0.800 -1.519 3.174 1.663 2.080
C -1.179 0.441 -0.726 1.152 2.878 1.350
O -2.502 0.493 -0.271 -0.529 -0.969 -0.306
C -0.352 1.485 0.249 -1.755 -0.264 -0.758
N 1.087 1.444 0.151 0.517 1.198 -0.834
H 2.072 -1.556 1.464 -1.967 0.584 -0.666
H -0.610 -1.195 1.663 -1.022 1.088 -0.486
H -0.100 -2.490 0.856 0.443 0.208 -0.992
H -1.084 -1.737 -1.100 -0.112 1.051 0.213
H -1.232 0.729 -1.768 0.758 0.671 -0.300
H -2.943 0.094 -1.041 -0.615 0.225 0.800
H -0.820 2.492 0.236 0.791 -0.354 -0.868
H -0.539 1.272 1.283 -0.711 -1.027 0.570
H 1.606 2.239 -0.223 -0.484 -0.349 -0.074
```
Forces are in eV/Å.

Computed properties:
- Charge: 0
- LUMO: 0.7 eV
- E_HOMO: -9.31 eV
- SMILES string: O=[P@]12NC[C@H](O1)[C@@H](O)CN2
- Kohn-Sham gap: 9.978 eV

3.
Computed, not measured: 2 unconnected molecules or ions with the total composition CH2N2O3, with ωB97M-V/def2-TZVPD.

```
8
Properties=species:S:1:pos:R:3:forces:R:3
C -0.991 0.062 0.026 -0.252 -1.021 -1.112
N 0.934 -1.623 -0.519 -1.032 -0.153 -0.555
N 0.060 0.820 0.147 1.448 -0.555 0.411
O 1.722 -1.052 -0.023 1.012 -0.793 -0.310
O 1.025 0.418 0.937 -1.533 1.800 0.678
O 0.212 1.738 -0.626 1.003 2.112 -1.139
H -1.238 -0.546 0.784 -0.491 -2.132 2.777
H -1.724 0.183 -0.727 -0.155 0.742 -0.750
```
Forces are in eV/Å.

Computed properties:
- Charge: 0
- LUMO (spin up / spin down): -1.6 / -1.6 eV
- E_HOMO (spin up / spin down): -9.04 / -9.02 eV
- Kohn-Sham gap (spin up / spin down): 7.453 / 7.412 eV

4.
Computed, not measured: a molecular structure, C2H5IN2O2S, with ωB97M-V/def2-TZVPD.

```
13
Properties=species:S:1:pos:R:3:forces:R:3
C 0.048 -0.280 0.401 -0.527 1.280 -1.641
C -0.012 0.830 -0.673 -2.045 1.351 -0.098
N -1.171 -0.984 0.167 -2.540 0.236 -1.091
N -0.846 0.554 -1.813 -1.847 -1.870 1.192
O -2.305 -1.630 -2.074 0.496 1.958 1.564
O -3.136 0.339 -0.867 -1.939 1.125 0.999
S -1.971 -0.473 -1.232 2.488 -2.438 -1.793
I -5.355 -0.334 0.484 1.381 0.214 -0.826
H 0.869 -0.886 0.180 1.534 -1.075 -0.043
H 0.210 0.302 1.278 -0.401 -0.337 1.420
H -0.315 1.844 -0.328 -0.800 -0.517 0.950
H 0.856 1.237 -1.033 3.086 -0.176 -1.121
H -1.566 -1.888 0.420 1.114 0.251 0.487
```
Forces are in eV/Å.

Computed properties:
- Charge: 0
- LUMO (spin up / spin down): -4.2 / -4.2 eV
- E_HOMO (spin up / spin down): -8.54 / -8.54 eV
- Kohn-Sham gap (spin up / spin down): 4.319 / 4.311 eV

5.
Computed, not measured: C4H6O2S in the gas phase, with ωB97M-V/def2-TZVPD.

```
13
Properties=species:S:1:pos:R:3:forces:R:3
C 0.754 1.530 -0.310 0.193 -1.060 0.885
C -0.525 1.465 0.025 -1.917 -0.047 -1.170
S -1.624 0.076 0.260 1.045 -0.665 0.664
C -0.659 -1.284 -0.513 0.078 -0.224 -1.284
O 0.687 -1.566 -0.144 -0.235 1.012 1.307
C 1.373 -0.550 0.592 0.626 -2.579 1.357
O 1.683 0.517 -0.162 0.338 2.521 -1.693
H 1.182 2.437 -0.671 0.368 0.358 -0.126
H -1.209 2.299 -0.202 0.942 0.025 0.329
H -0.653 -1.013 -1.589 0.022 -0.225 0.487
H -1.185 -2.253 -0.403 -0.154 0.780 0.098
H 2.364 -1.043 0.855 -1.290 0.563 -0.206
H 0.858 -0.225 1.527 -0.015 -0.459 -0.648
```
Forces are in eV/Å.

Computed properties:
- Charge: 0
- LUMO: 0.8 eV
- E_HOMO: -8.43 eV
- SMILES string: C1=CSCOCO1
- Kohn-Sham gap: 9.226 eV

6.
Computed, not measured: 8 unconnected molecules or ions with the total composition C6H24NO7, with ωB97M-V/def2-TZVPD.

```
38
Properties=species:S:1:pos:R:3:forces:R:3
C 2.601 0.426 -1.261 0.026 -1.907 2.209
O 3.061 1.424 -1.725 -0.294 0.735 -1.162
C 3.172 -0.180 0.000 2.459 -1.374 1.472
C 2.251 -0.400 1.269 2.465 0.302 -0.734
C 0.812 -0.565 1.085 -3.836 0.713 -0.577
C -0.014 0.462 0.644 3.594 0.621 0.152
N -1.384 0.558 0.498 -0.554 -1.086 2.183
C 0.104 -1.840 1.561 2.389 -2.365 -1.994
H -0.711 3.118 -2.801 0.084 -0.163 -0.200
H 1.780 -0.297 -1.562 0.238 1.572 -1.093
H 3.463 -1.232 -0.288 -0.104 0.861 -0.222
H 4.177 0.285 0.456 -2.104 -0.626 -1.433
H 2.766 -1.258 1.792 -0.936 1.013 -0.109
H 2.509 0.540 1.735 -0.407 0.122 1.099
H 0.458 1.463 0.371 -0.061 -1.414 0.123
H -1.674 0.442 -0.455 -0.632 -0.153 -0.357
H -1.858 -0.102 1.151 0.231 0.166 -1.624
H -0.505 -1.565 2.377 -0.719 -0.434 1.261
H 0.857 -2.730 1.734 -1.000 1.998 0.704
H -0.439 -2.425 0.779 -0.322 1.346 0.268
H 1.076 -2.571 -1.031 0.025 -0.115 -0.025
H 0.051 -1.772 -1.711 -0.985 4.748 -1.955
O 0.235 -2.624 -1.491 1.170 -5.605 1.988
H 0.452 1.391 2.710 0.037 0.667 0.760
H 1.386 1.316 3.847 1.538 -1.061 0.945
O 0.714 1.875 3.538 -1.570 0.387 -1.701
H -3.203 -0.600 -1.682 -0.096 0.958 -1.919
H -4.360 -0.090 -0.679 -5.038 3.146 0.042
O -3.622 -0.527 -0.832 4.456 -4.067 2.439
H -2.441 0.879 -3.123 -0.163 0.805 -0.073
H -0.434 2.586 -3.254 -0.082 0.139 0.229
O -2.428 -0.055 -2.966 1.771 -1.039 -0.206
H -2.454 1.199 2.279 0.433 0.126 -0.815
H -2.514 2.499 3.062 0.777 1.317 -0.079
O -2.868 1.637 3.012 -1.274 -1.212 0.896
H 0.189 -0.591 -3.599 0.287 -0.140 0.095
H -1.286 -0.246 -2.783 -0.446 0.125 -0.166
O 0.078 -0.430 -2.656 -1.356 0.892 -0.420
```
Forces are in eV/Å.

Computed properties:
- Charge: -1
- LUMO: 2.9 eV
- E_HOMO: -5.40 eV
- Kohn-Sham gap: 8.314 eV

ΔE to the lowest compared entry with this formula, charge and spin: 4.6313, 1.8071, 5.8825, 3.8555, 1.7862, 4.4253 (eV)